Record 1
DFT (wB97M-V/def2-TZVPD) results for a 7-piece molecular cluster, H14O7 overall.

Values from the calculation:
**LUMO level**: 0.21 eV
**HOMO energy**: -11.03 eV
**Kohn-Sham gap**: 11.238 eV
**Net charge**: 0

The geometry in XYZ format:
```
21
Properties=species:S:1:pos:R:3:forces:R:3
O 7.12678 9.49602 6.60374 0.0 0.6 0.1
H 6.70848 8.89138 5.99082 0.1 -0.4 -0.2
H 6.81105 9.22163 7.46470 0.0 -0.1 0.2
O 4.82267 11.41166 4.66244 -0.3 0.4 0.0
H 4.92232 11.08098 5.55518 0.3 0.0 0.2
H 5.08543 10.67952 4.10460 0.0 -0.4 -0.2
O 8.96633 7.65354 4.01688 0.2 0.2 -0.3
H 9.72930 7.10430 4.19698 0.2 -0.1 0.0
H 8.21566 7.08244 4.17992 -0.4 -0.2 0.3
O 6.42852 9.41386 3.30902 -0.4 0.2 -0.2
H 6.64052 8.96936 2.48824 0.1 -0.2 -0.3
H 7.01339 10.17132 3.32974 0.4 0.2 0.3
O 4.06980 8.45214 6.28794 0.1 -0.2 0.0
H 3.24310 7.99274 6.43542 -0.3 -0.2 0.0
H 3.90993 9.34136 6.60410 0.0 0.2 0.0
O 6.11002 7.13072 4.69243 0.3 -0.9 0.2
H 5.41346 7.23620 5.34044 -0.3 0.1 0.3
H 6.11041 7.95412 4.20432 0.0 0.5 -0.2
O 6.32428 4.62114 6.76000 0.1 0.1 0.2
H 5.88858 3.80388 7.00184 -0.1 -0.2 0.1
H 5.95730 4.84478 5.90468 0.0 0.2 -0.3
```
Positions in Å, forces in eV/Å.

Record 2
DFT (wB97M-V/def2-TZVPD) results for a 7-piece molecular cluster, H14O7 overall.

Values from the calculation:
**LUMO level**: -0.12 eV
**HOMO energy**: -10.70 eV
**Kohn-Sham gap**: 10.577 eV
**Net charge**: 0

The geometry in XYZ format:
```
21
Properties=species:S:1:pos:R:3:forces:R:3
O 0.61577 2.17183 0.83323 -0.1 0.3 0.0
H 0.12692 2.80775 0.29531 0.4 0.0 -0.1
H 1.08824 2.71518 1.47856 -0.2 -0.1 0.0
O -0.08118 -0.49976 -0.43132 -0.4 0.3 -0.1
H 0.66506 0.08914 -0.27190 0.0 -0.1 0.0
H -0.86427 0.09044 -0.44709 0.4 -0.4 -0.1
O -1.48011 -1.14652 2.37373 -0.1 0.0 -0.2
H -1.23660 -0.84737 1.48254 0.1 -0.1 0.3
H -2.28276 -1.66315 2.25053 0.1 0.0 0.0
O 2.42565 0.58003 2.64355 0.2 0.3 0.0
H 2.28532 1.08651 1.83587 0.0 -0.3 0.0
H 3.35318 0.72258 2.86551 -0.1 -0.1 0.0
O -2.16169 1.02898 0.23705 -0.4 0.6 0.0
H -1.70331 1.79266 0.60831 0.0 -0.3 0.3
H -3.09641 1.26670 0.25138 0.1 -0.2 -0.1
O 0.20549 -2.96349 -1.71731 -0.3 0.2 0.0
H -0.59325 -3.48890 -1.82964 0.1 0.0 0.0
H -0.06823 -2.19698 -1.17472 0.3 -0.2 -0.1
O 1.11383 -0.18393 -3.64437 -0.2 -0.2 0.1
H 0.88423 -0.44035 -4.54319 0.0 0.0 0.1
H 0.80412 -0.92134 -3.09602 0.1 0.1 0.0
```
Positions in Å, forces in eV/Å.

Record 3
DFT (wB97M-V/def2-TZVPD) results for a 7-piece molecular cluster, H14O7 overall at a distorted geometry.

Values from the calculation:
**LUMO level**: 0.42 eV
**HOMO energy**: -10.89 eV
**Kohn-Sham gap**: 11.310 eV
**Net charge**: 0

The geometry in XYZ format:
```
21
Properties=species:S:1:pos:R:3:forces:R:3
O -2.00531 0.82388 -2.08901 0.0 -1.3 2.2
H -1.90452 0.78579 -3.01355 0.2 0.4 -2.1
H -1.65412 -0.07771 -1.89500 -0.4 1.0 0.2
O 0.64259 -2.28875 0.38753 0.5 1.8 1.2
H 0.04890 -3.00842 0.28400 -1.0 -0.8 0.2
H 0.32364 -1.68494 1.14931 0.0 -1.7 -1.3
O 0.15019 0.43821 -3.67000 -1.4 0.6 -2.9
H 0.56593 -0.13725 -3.09488 1.5 -2.0 2.1
H 0.27970 1.26756 -3.25973 0.2 1.5 0.6
O -0.05421 1.26863 3.63326 0.5 0.0 -2.1
H 0.09812 1.24248 2.60841 -0.4 1.0 2.2
H 0.40749 2.03767 4.00248 -0.1 -0.3 -0.5
O 0.31978 1.43924 0.54517 -2.8 0.8 -0.6
H -0.49914 1.41738 -0.11041 3.1 -0.4 1.7
H 1.06372 0.89053 0.29635 -0.2 -0.4 -1.1
O 1.45830 -0.55590 -1.29068 0.0 -0.7 -0.6
H 2.13855 -1.14569 -1.65085 0.2 0.5 0.0
H 0.91638 -1.24855 -0.83290 0.1 0.4 0.3
O -0.58229 -0.98937 2.42448 0.5 0.1 0.4
H -1.28459 -0.96756 3.07511 -0.6 -0.3 -0.1
H 0.06737 -0.45881 2.91567 0.1 -0.2 -0.1
```
Positions in Å, forces in eV/Å.

Record 4
DFT (wB97M-V/def2-TZVPD) results for a 7-piece molecular cluster, H14O7 overall.

Values from the calculation:
**LUMO level**: -0.07 eV
**HOMO energy**: -11.44 eV
**Kohn-Sham gap**: 11.365 eV
**Net charge**: 0

The geometry in XYZ format:
```
21
Properties=species:S:1:pos:R:3:forces:R:3
O -1.65525 -3.94486 2.86154 0.0 -0.2 0.1
H -0.92396 -3.33841 2.74460 0.2 0.2 0.0
H -2.16525 -3.86410 2.05556 -0.2 0.0 -0.2
O -4.71826 2.20171 -0.29125 -0.1 0.1 0.2
H -5.08021 1.64972 -0.98446 -0.1 -0.1 -0.2
H -3.76973 2.12868 -0.39699 0.3 0.0 0.0
O 6.42667 -0.34583 -0.48736 0.0 0.2 0.1
H 5.84994 -1.10166 -0.37634 -0.1 -0.2 0.0
H 6.94671 -0.55279 -1.26386 0.2 0.0 -0.2
O 0.06388 0.97432 -0.11976 -0.3 0.1 0.0
H 0.49133 0.74968 -0.94623 0.1 0.0 -0.2
H 0.65661 0.64295 0.55484 0.2 -0.1 0.3
O -2.43255 6.48694 0.55165 -0.1 0.2 -0.1
H -1.53959 6.15775 0.44923 0.2 -0.1 0.0
H -2.88930 5.79635 1.03195 -0.2 -0.2 0.1
O 2.40282 -1.76194 2.70856 -0.3 0.1 -0.1
H 3.14194 -1.58919 3.29172 0.2 0.1 0.2
H 2.72602 -2.42865 2.10252 0.1 -0.2 -0.1
O -1.01379 -2.92004 -4.68488 0.1 -0.2 -0.1
H -1.18191 -2.03829 -5.01727 0.0 0.2 -0.1
H -1.33613 -2.90232 -3.78376 -0.1 0.0 0.2
```
Positions in Å, forces in eV/Å.

Record 5
DFT (wB97M-V/def2-TZVPD) results for a 7-piece molecular cluster, H14O7 overall at a distorted geometry.

Values from the calculation:
**LUMO level**: 0.21 eV
**HOMO energy**: -11.21 eV
**Kohn-Sham gap**: 11.421 eV
**Net charge**: 0

The geometry in XYZ format:
```
21
Properties=species:S:1:pos:R:3:forces:R:3
O 15.18700 11.44800 29.31800 -2.8 -1.9 -2.1
H 15.81300 11.62300 29.96400 1.9 -0.4 2.2
H 14.78500 10.52600 29.38800 1.1 2.1 0.2
O 15.61800 14.13000 28.84900 -3.7 -0.6 7.1
H 15.33000 13.20100 29.05400 0.1 1.0 -0.4
H 15.96000 14.07000 28.06200 3.3 -0.6 -6.9
O 13.98600 15.43600 30.88100 -4.0 2.1 0.7
H 14.62800 14.88400 30.61600 3.4 -3.4 -2.2
H 14.46700 15.97100 31.46900 0.5 1.5 1.4
O 17.50500 15.07900 26.97800 -1.4 1.5 1.2
H 17.02400 15.73300 27.59200 1.5 -1.4 -1.4
H 18.43000 15.33600 26.93000 0.0 0.3 0.2
O 15.19800 14.32100 24.95200 1.4 8.0 -0.4
H 15.00900 14.91100 25.75500 0.5 -1.1 -2.0
H 14.96900 13.54400 25.24700 -2.0 -6.9 2.3
O 18.20100 12.36500 26.73400 -2.3 -0.6 2.5
H 18.90900 12.13200 26.21600 2.4 -0.5 -2.1
H 17.85200 13.21500 26.52200 -0.1 1.0 -0.5
O 12.64400 13.64600 27.68400 0.2 3.5 -1.1
H 13.42000 13.92300 28.16100 1.3 -1.3 1.4
H 12.62800 14.63200 27.39500 -1.4 -2.2 -0.3
```
Positions in Å, forces in eV/Å.

Record 6
DFT (wB97M-V/def2-TZVPD) results for a 7-piece molecular cluster, H14O7 overall.

Values from the calculation:
**LUMO level**: -0.41 eV
**HOMO energy**: -11.30 eV
**Kohn-Sham gap**: 10.888 eV
**Net charge**: 0

The geometry in XYZ format:
```
21
Properties=species:S:1:pos:R:3:forces:R:3
O -0.12870 -0.08908 1.33349 0.1 -0.1 -0.1
H 0.61985 0.49006 1.15110 0.0 0.0 0.1
H -0.38335 -0.42340 0.46610 -0.1 0.0 0.2
O 2.75755 -0.89908 1.81386 -0.1 -0.1 0.2
H 2.31580 -1.66734 1.43489 0.0 0.0 0.1
H 2.40626 -0.84481 2.70976 0.1 0.0 0.0
O -1.32738 2.02910 -4.17348 0.1 -0.2 -0.1
H -0.81045 1.88903 -4.97483 -0.1 0.1 0.0
H -1.04926 1.31624 -3.58741 0.0 0.1 -0.1
O -4.35307 -1.20542 -1.10806 0.2 0.0 -0.2
H -3.40308 -1.28489 -1.25017 -0.1 0.0 0.1
H -4.72477 -1.21436 -1.99730 0.0 0.0 0.1
O -0.82301 2.56108 -1.18352 0.1 -0.4 0.1
H 0.02711 2.21229 -1.47444 0.0 0.2 0.0
H -1.44440 1.84745 -1.36682 -0.1 0.2 0.1
O 3.85110 0.71522 -0.12416 -0.1 0.3 -0.5
H 3.17725 0.63810 0.56066 0.3 -0.2 0.1
H 3.76001 -0.09684 -0.63529 0.1 0.1 0.1
O -0.33349 -2.29079 3.94856 0.3 0.1 0.1
H -0.16277 -2.19812 4.89262 -0.1 -0.1 -0.1
H 0.02880 -1.48443 3.56447 -0.3 0.0 -0.2
```
Positions in Å, forces in eV/Å.

Record 7
DFT (wB97M-V/def2-TZVPD) results for a 7-piece molecular cluster, H14O7 overall.

Values from the calculation:
**LUMO level**: 0.32 eV
**HOMO energy**: -11.38 eV
**Kohn-Sham gap**: 11.697 eV
**Net charge**: 0

The geometry in XYZ format:
```
21
Properties=species:S:1:pos:R:3:forces:R:3
O 28.42524 17.97289 -29.02097 0.2 0.1 -0.1
H 28.06122 17.18283 -29.42039 -0.1 -0.2 -0.1
H 27.85827 18.14478 -28.26915 -0.1 0.1 0.2
O 29.84974 14.86739 -25.35237 -0.2 -0.2 0.0
H 30.44451 15.03219 -24.62071 0.1 0.0 0.2
H 30.05454 15.55369 -25.98741 0.0 0.2 -0.2
O 37.20469 16.06911 -31.82565 0.1 -0.2 0.2
H 37.20320 15.79415 -32.74250 0.0 -0.1 -0.2
H 36.88354 16.97062 -31.84494 -0.1 0.3 0.1
O 37.01024 21.24147 -33.27602 0.1 -0.2 0.0
H 36.38091 21.55455 -33.92576 -0.2 0.1 -0.2
H 37.31637 22.03489 -32.83669 0.1 0.2 0.2
O 33.06586 17.91356 -35.18469 -0.1 0.0 0.2
H 33.97208 17.74680 -35.44391 0.2 -0.1 0.0
H 32.60467 18.06676 -36.00935 -0.2 0.0 -0.2
O 26.86629 23.32913 -29.57307 -0.1 0.2 0.1
H 26.37883 22.76802 -30.17621 -0.1 -0.1 -0.2
H 27.60265 22.78951 -29.28532 0.2 -0.1 0.1
O 32.50597 19.95807 -30.48393 0.1 0.2 0.1
H 32.71889 19.52369 -31.30989 0.1 -0.1 -0.2
H 31.67886 19.56142 -30.21043 -0.2 -0.1 0.1
```
Positions in Å, forces in eV/Å.

Record 8
DFT (wB97M-V/def2-TZVPD) results for a 7-piece molecular cluster, H14O7 overall at a distorted geometry.

Values from the calculation:
**LUMO level**: -0.33 eV
**HOMO energy**: -11.50 eV
**Kohn-Sham gap**: 11.173 eV
**Net charge**: 0

The geometry in XYZ format:
```
21
Properties=species:S:1:pos:R:3:forces:R:3
O 0.14005 -0.61569 -0.08380 -1.8 0.6 3.0
H 0.20731 0.11892 0.57630 -0.3 -1.1 -0.6
H 0.74477 -0.32050 -0.70401 1.9 0.5 -2.4
O -0.44144 -3.08480 -1.97152 3.5 -3.5 0.2
H -1.19370 -2.67457 -1.71557 -3.8 2.5 1.0
H -0.41305 -3.81765 -1.29585 0.4 1.0 -1.2
O -1.21228 2.11766 -2.12635 0.7 1.8 1.0
H -1.66772 1.58348 -1.46533 0.2 0.1 -0.1
H -0.88299 2.94828 -1.64099 -0.8 -2.0 -0.9
O 1.63194 0.70285 3.62899 -1.2 -1.1 -0.1
H 1.20998 -0.16128 3.85585 0.7 1.0 0.0
H 0.93513 1.08569 3.07147 0.4 0.2 0.2
O 2.80441 -3.08626 3.00181 -1.1 1.3 0.8
H 2.27037 -2.35021 3.41460 1.1 -1.1 -0.6
H 2.11622 -3.58382 2.55234 0.1 -0.2 -0.2
O -4.24977 0.77383 -0.66229 2.4 -2.1 -1.2
H -3.33417 1.06495 -0.53100 0.0 -0.7 -0.3
H -4.63544 1.48554 -0.26146 -2.5 2.8 1.6
O 1.59134 3.08107 -1.93419 0.7 -1.3 1.7
H 1.15896 3.37490 -2.69511 -0.9 1.2 -2.0
H 1.37027 2.13683 -1.98251 0.2 0.2 0.3
```
Positions in Å, forces in eV/Å.

Record 9
DFT (wB97M-V/def2-TZVPD) results for a 7-piece molecular cluster, H14O7 overall at a distorted geometry.

Values from the calculation:
**LUMO level**: 0.31 eV
**HOMO energy**: -10.88 eV
**Kohn-Sham gap**: 11.188 eV
**Net charge**: 0

The geometry in XYZ format:
```
21
Properties=species:S:1:pos:R:3:forces:R:3
O -1.09123 -0.55668 0.96754 -0.3 1.9 -3.6
H -0.57830 -0.39338 0.10974 -1.6 0.4 1.7
H -0.49719 -1.18363 1.29175 1.0 -1.4 2.1
O -3.83396 -1.43653 -1.89617 1.5 -1.4 -2.3
H -4.05888 -1.29903 -2.83542 0.6 -0.5 0.3
H -4.46378 -0.87853 -1.54381 -2.0 1.8 2.0
O 1.31434 -1.02075 -1.02142 -2.3 -2.4 0.0
H 1.42603 -0.09745 -1.14666 -0.1 1.5 -0.4
H 0.34937 -1.27687 -1.23878 2.5 0.9 0.1
O -2.83273 2.52101 1.68532 2.9 2.6 -0.3
H -3.10925 3.25567 1.12754 0.6 0.5 0.0
H -3.59950 2.05795 1.64975 -3.5 -3.0 0.3
O 1.55622 2.63923 -1.26684 3.6 -0.3 0.8
H 2.35456 2.46802 -0.62798 -2.4 0.5 -1.7
H 0.77659 2.41108 -0.80243 -1.2 -0.3 1.1
O 4.66033 0.18935 -0.11304 -1.3 0.7 0.6
H 5.29750 -0.40481 -0.46936 0.6 -0.8 -0.4
H 3.84159 -0.31935 0.02306 0.6 0.1 -0.1
O 0.85998 -1.90208 2.08994 0.6 1.0 3.0
H 0.76833 -2.19986 1.22050 0.4 -1.7 -1.8
H 0.85999 -2.57337 2.79675 -0.1 0.1 -1.2
```
Positions in Å, forces in eV/Å.

Record 10
DFT (wB97M-V/def2-TZVPD) results for H14O7Ti as an isolated structure at a distorted geometry.

Values from the calculation:
**LUMO level (spin up / spin down)**: -3.53 / -4.00 eV
**HOMO energy (spin up / spin down)**: -7.68 / -15.02 eV
**Kohn-Sham gap (spin up / spin down)**: 4.153 / 11.021 eV
**Net charge**: +1
**Multiplicity**: 4

The geometry in XYZ format:
```
22
Properties=species:S:1:pos:R:3:forces:R:3
Ti 7.29771 -19.22497 -20.25332 8.2 6.0 -1.5
O 7.13568 -20.44908 -19.10087 0.0 -8.9 7.7
H 7.90323 -20.71868 -18.59648 1.6 -0.7 1.3
H 6.48874 -21.13568 -18.93881 -0.9 -1.2 0.3
O 8.05317 -18.21021 -19.06658 3.7 5.6 5.3
H 8.72758 -18.56457 -18.48707 1.3 -0.7 1.7
H 8.34582 -17.31936 -19.25884 0.3 1.2 0.3
O 5.79943 -19.00734 -19.72892 -16.3 2.4 6.9
H 4.84402 -18.95055 -19.74300 -0.9 0.5 -0.4
H 6.01757 -19.15428 -18.80856 -0.9 0.0 2.2
O 6.85981 -17.72701 -21.04044 3.7 11.9 -3.2
H 6.24215 -17.00296 -20.93808 -0.5 1.0 0.3
H 7.65604 -17.31725 -21.37859 0.7 0.8 -1.0
O 6.71003 -20.18830 -21.45108 -4.0 -8.2 -10.6
H 6.52243 -21.12635 -21.41785 -0.4 -2.1 0.1
H 6.70309 -19.97507 -22.38420 -0.2 0.0 -1.1
O 8.76030 -20.00396 -20.69137 10.4 -4.4 -3.5
H 9.57606 -19.99598 -20.19068 1.2 0.0 0.7
H 8.60111 -20.92958 -20.87608 0.5 -1.1 -0.5
O 5.12664 -18.53763 -21.94648 -4.1 -0.6 -2.3
H 4.94983 -19.46258 -21.77493 -0.9 0.2 -0.5
H 5.88679 -18.33355 -21.40174 -2.4 -1.4 -2.3
```
Positions in Å, forces in eV/Å.

Record 11
DFT (wB97M-V/def2-TZVPD) results for H14O7Ti as an isolated structure.

Values from the calculation:
**LUMO level (spin up / spin down)**: -3.07 / -3.37 eV
**HOMO energy (spin up / spin down)**: -7.95 / -14.43 eV
**Kohn-Sham gap (spin up / spin down)**: 4.881 / 11.065 eV
**Net charge**: +1
**Multiplicity**: 4

The geometry in XYZ format:
```
22
Properties=species:S:1:pos:R:3:forces:R:3
Ti -0.18106 0.11601 0.18123 -0.1 -0.3 0.7
O 1.74945 -0.43589 1.55744 -0.4 0.3 0.0
H 2.17263 0.42691 1.41489 0.1 -0.3 0.0
H 1.66275 -0.55403 2.51185 0.0 0.0 -0.1
O 1.39321 -2.97091 -0.19712 -0.3 0.0 0.0
H 1.17487 -2.32465 0.49174 0.2 -0.1 0.0
H 2.25882 -2.69852 -0.52184 -0.1 0.0 0.0
O -0.57787 1.60751 -1.86233 -0.3 -0.1 -0.2
H -1.19936 1.02570 -2.32470 0.2 0.1 -0.1
H -0.63151 2.45327 -2.33254 -0.1 -0.1 0.2
O -2.64980 0.15019 0.50570 0.1 0.1 -0.2
H -3.17474 0.77720 1.01656 0.0 -0.1 -0.1
H -3.29739 -0.48011 0.16529 0.2 -0.1 0.1
O -0.45482 1.70399 1.91654 0.0 0.1 0.0
H -0.16393 1.82774 2.82974 0.1 -0.1 -0.1
H -1.37629 1.98124 1.90945 0.1 0.1 0.1
O 2.02463 0.97049 -0.72571 -0.4 0.3 -0.5
H 1.35767 1.34821 -1.33121 0.2 0.0 0.2
H 2.83460 0.96984 -1.25192 0.0 -0.2 0.2
O -0.85821 -1.61232 -1.21727 -0.1 0.0 -0.2
H -1.65653 -1.82712 -1.71304 0.1 0.0 0.0
H -0.40713 -2.45475 -1.02276 0.3 0.2 -0.1
```
Positions in Å, forces in eV/Å.